2 unconnected molecules or ions with the total composition CH3O4S in a non-equilibrium geometry, computed with ωB97M-V/def2-TZVPD.

```
9
CH3O4S, DFT ωB97M-V/def2-TZVPD
S -1.539 0.583 -0.523
O 0.870 -0.136 -0.917
O -1.127 1.930 -0.161
O -1.845 -0.274 0.630
O -2.285 0.259 -1.685
C 1.340 -0.465 0.304
H 2.288 -1.038 0.326
H 1.578 0.340 1.103
H 0.720 -1.199 0.923
```

Computed properties:
Lowest unoccupied orbital energy (alpha / beta) in eV: 3.6 / 3.6
Net charge: -1
Orbital gap (alpha / beta) in Eh: 0.2887 / 0.2888
Spin multiplicity: 1
E_HOMO (alpha / beta) in eV: -4.28 / -4.28
Energy relative to the best compared isomer or geometry (same formula, charge and spin) in kJ/mol: 240.5
Total energy in eV: -20110.1337

Results of the natural (NBO) charge analysis, in e, for atoms 1 through 6: S 2.42; O -0.81; O -0.90; O -0.93; O -0.90; C -0.23